1.
The following is a DFT calculation (wB97M-V/def2-TZVPD) of a structure of composition C4H10N2S.

Geometry as XYZ:
```
17
Properties=species:S:1:pos:R:3:forces:R:3
C 0.256 -0.199 -1.185 -3.28 -3.38 1.75
C 0.088 1.158 -0.556 0.57 3.36 -3.46
C 0.620 0.687 0.804 -1.45 1.48 -1.35
C 0.282 -0.724 0.304 -3.66 2.09 2.73
H -1.687 -0.324 -2.648 3.73 -2.76 3.30
H -0.615 -1.933 -2.013 -0.95 2.32 -0.18
H 1.077 -0.558 -1.726 1.87 0.54 -0.65
H -1.018 1.469 -0.700 1.79 -0.44 0.96
H 0.768 2.002 -1.125 -1.75 -1.81 1.50
H 1.644 0.719 0.722 2.79 0.89 0.42
H 0.395 2.387 2.007 -0.72 -2.79 0.54
H 0.063 0.667 2.781 0.11 2.99 -1.86
H -0.752 -0.665 0.928 1.19 -0.29 -2.77
H -1.014 -2.999 1.162 3.51 1.26 -0.10
N -0.932 -0.937 -1.758 -2.34 1.50 -2.96
N -0.013 1.383 1.926 0.92 -1.65 1.61
S 0.837 -2.134 1.078 -2.32 -3.31 0.52
```
Positions in Å, forces in eV/Å.

Computed properties:
net charge: 0
HOMO-LUMO gap: 7.631 eV
HOMO: -8.54 eV

natural (NBO) population analysis, charges in e, atoms 1 to 5: atom 1 (C): -0.076, atom 2 (C): -0.401, atom 3 (C): -0.058, atom 4 (C): -0.467, atom 5 (H): 0.369

2.
The following is a DFT calculation (wB97M-V/def2-TZVPD) of a structure of composition C24H23Br4N3O6SYb.

Geometry as XYZ:
```
62
Properties=species:S:1:pos:R:3:forces:R:3
Yb -0.217 -0.340 -1.112 -0.06 0.06 -0.27
C 2.489 -0.152 -2.851 0.34 -0.10 -0.29
C 2.971 -1.237 -1.880 0.13 0.62 0.00
O 1.938 -1.349 -0.896 0.26 -0.27 -0.17
C 2.036 -2.442 0.029 -0.34 -0.01 -0.12
C 1.504 -1.894 1.327 0.47 0.48 -0.29
O 0.222 -1.308 1.002 0.22 0.05 0.50
C -0.574 -0.894 2.080 0.38 -0.13 0.08
C -0.185 1.718 1.355 -0.23 0.49 -0.97
O 0.794 1.286 0.414 0.06 -0.11 -0.17
C 1.315 2.363 -0.440 -0.50 -0.13 -0.08
C 2.344 1.734 -1.351 0.28 0.17 -0.06
O 1.658 0.803 -2.185 -0.14 -0.04 0.15
H 1.851 -0.585 -3.619 -0.03 -0.02 -0.03
H 3.346 0.329 -3.350 -0.31 -0.02 0.20
H 3.928 -0.967 -1.396 -0.42 -0.15 -0.03
H 3.103 -2.158 -2.440 -0.02 -0.26 0.05
H 3.069 -2.768 0.146 0.03 0.02 -0.03
H 1.413 -3.265 -0.337 0.12 0.03 -0.03
H 2.199 -1.125 1.706 -0.39 -0.08 -0.04
H 1.407 -2.688 2.056 -0.27 -0.14 0.22
H -0.141 -1.227 3.028 -0.11 0.15 -0.18
H -1.565 -1.295 1.948 -0.24 -0.04 0.00
H 0.276 2.429 2.028 0.05 0.08 0.18
H -1.009 2.206 0.812 0.11 -0.19 0.24
H 1.730 3.180 0.160 0.00 -0.26 0.02
H 0.488 2.756 -1.060 0.19 -0.04 0.28
H 3.115 1.220 -0.768 -0.05 0.07 0.03
H 2.823 2.495 -1.990 -0.18 -0.13 0.30
Br -0.172 -1.351 -7.732 0.18 0.07 -0.07
C -0.198 -1.587 -5.869 0.02 -0.33 -0.22
C -0.010 -2.859 -5.318 -0.17 -0.17 -0.34
Br 0.217 -4.372 -6.419 0.22 0.10 0.01
C -0.167 -3.039 -3.956 -0.50 0.08 1.01
Br 0.143 -4.689 -3.072 0.03 0.18 -0.16
C -0.681 -2.010 -3.143 0.37 -0.42 -0.31
O -0.954 -2.123 -1.842 0.27 -1.03 0.19
C -0.859 -0.722 -3.695 0.62 -0.26 -0.79
O -1.247 0.222 -2.863 0.17 1.14 -0.13
C -0.521 -0.528 -5.043 -0.56 0.85 0.32
Br -0.662 1.266 -5.676 0.05 -0.42 0.12
N -2.661 1.768 3.218 -0.33 0.37 -0.02
C -1.638 1.735 4.117 0.51 0.16 0.64
C -1.551 2.234 5.418 -0.20 -0.36 -0.25
C -0.364 2.072 6.098 0.25 0.31 0.06
C 0.766 1.475 5.528 -0.10 -0.10 -0.07
C 0.680 0.945 4.258 -0.38 0.04 -0.31
C -0.534 1.080 3.610 0.00 -0.43 0.17
N -0.834 0.633 2.237 -0.24 0.06 0.03
C -2.375 0.707 2.269 0.51 -0.12 -0.29
C -2.968 0.726 0.967 -0.16 0.02 0.39
C -4.251 1.127 0.712 -0.70 0.46 0.30
S -4.776 0.585 -0.825 0.22 0.27 0.43
C -3.257 -0.033 -1.093 -0.01 -0.74 -0.44
N -2.364 0.094 -0.119 -0.20 0.18 -0.14
H -3.588 1.789 3.629 0.15 -0.23 -0.24
H -2.429 2.651 5.883 0.01 0.25 0.15
H -0.294 2.462 7.097 0.03 0.02 0.28
H 1.694 1.400 6.062 0.12 0.02 0.27
H 1.501 0.437 3.766 0.15 0.03 0.13
H -4.931 1.634 1.389 0.22 -0.17 -0.19
H -3.042 -0.553 -2.008 0.08 0.07 -0.03
```
Positions in Å, forces in eV/Å.

Computed properties:
net charge: +1
HOMO-LUMO gap: 6.750 eV
HOMO: -9.27 eV
multiplicity: 2

natural (NBO) population analysis, charges in e, atoms 1 to 5: atom 1 (Yb): 1.938, atom 2 (C): -0.097, atom 3 (C): -0.093, atom 4 (O): -0.589, atom 5 (C): -0.080

3.
The following is a DFT calculation (wB97M-V/def2-TZVPD) of the molecule C3H5N.

Geometry as XYZ:
```
9
Properties=species:S:1:pos:R:3:forces:R:3
C -0.177 -0.203 -0.066 -4.58 -1.65 1.18
C -1.296 0.738 -0.087 1.67 -2.07 0.18
C 1.225 -0.516 0.047 1.77 -0.40 0.23
N -1.339 -0.759 0.123 3.17 0.97 0.09
H -1.334 1.344 0.730 -0.67 1.61 2.45
H -1.867 1.047 -0.871 -0.79 1.01 -2.63
H 1.435 -1.647 0.147 -0.36 1.91 -0.36
H 1.796 0.056 0.867 -1.21 -0.80 -1.06
H 1.557 -0.060 -0.891 1.00 -0.57 -0.08
```
Positions in Å, forces in eV/Å.

Computed properties:
net charge: 0
HOMO-LUMO gap: 10.570 eV
HOMO: -9.57 eV
SMILES: CC1=NC1

natural (NBO) population analysis, charges in e, atoms 1 to 5: atom 1 (C): 0.240, atom 2 (C): -0.304, atom 3 (C): -0.684, atom 4 (N): -0.333, atom 5 (H): 0.162

4.
The following is a DFT calculation (wB97M-V/def2-TZVPD) of a cluster of 2 separate species, CH8N3 in total.

Geometry as XYZ:
```
12
Properties=species:S:1:pos:R:3:forces:R:3
N -1.465 -0.730 -2.008 1.86 0.80 -1.98
H -1.371 -1.223 -2.974 0.38 1.04 2.12
H -1.963 -1.366 -1.419 -0.48 -0.34 0.63
H -2.033 0.109 -2.209 0.18 -0.45 0.39
H -0.463 -0.392 -1.434 -1.40 -1.11 -0.62
N 0.943 1.343 1.561 -0.72 -3.26 -2.96
C 0.400 0.186 1.066 0.41 -1.10 -0.95
N 0.608 -0.485 -0.078 0.93 -0.25 0.84
H 1.811 1.344 0.922 -0.93 1.66 2.46
H 0.625 1.463 2.553 1.67 0.61 -1.40
H -0.242 -0.392 1.647 -1.09 -0.24 2.27
H 0.631 -1.553 0.193 -0.82 2.64 -0.80
```
Positions in Å, forces in eV/Å.

Computed properties:
net charge: +1
HOMO-LUMO gap: 9.734 eV
HOMO: -13.31 eV

natural (NBO) population analysis, charges in e, atoms 1 to 5: atom 1 (N): -0.940, atom 2 (H): 0.453, atom 3 (H): 0.432, atom 4 (H): 0.440, atom 5 (H): 0.502

Lowest unoccupied orbital energy across the listed records, respectively: -0.91 -2.52 1.00 -3.58 eV.
Relative energy (zero: lowest compared OMol25 entry of this formula, charge and spin) across the listed records, respectively: 676.3 0.0 232.2 273.3 kJ/mol.